Record 1
A cluster of 7 separate species, H14O7 in total, computed with ωB97M-V/def2-TZVPD.

Positions of all 21 atoms, in Å:
O 1.015 -0.609 -0.928
H 1.408 -1.311 -1.458
H 0.857 -1.022 -0.072
O -1.588 0.763 -2.410
H -0.638 0.925 -2.375
H -1.969 1.497 -1.916
O -1.211 0.149 2.938
H -1.832 0.883 2.996
H -0.366 0.536 3.193
O -0.589 -3.976 -1.260
H -0.402 -3.190 -1.785
H -0.555 -3.664 -0.349
O 3.464 -2.830 -0.914
H 3.056 -2.045 -1.297
H 2.842 -3.108 -0.232
O -0.169 2.852 2.085
H 0.791 2.870 2.170
H -0.375 1.920 1.951
O -1.533 3.208 -0.370
H -1.294 2.341 -0.025
H -0.914 3.811 0.058

E_HOMO = -11.1857 eV
Kohn-Sham gap = 10.8475 eV
SMILES string = O.O.O.O.O.O.O
energy above the lowest of the compared OMol25 structures with the same formula, charge and spin = 2.315 eV
E_tot = -14559.1463 eV



Record 2
A cluster of 7 separate species, H14O7 in total, computed with ωB97M-V/def2-TZVPD.

Positions of all 21 atoms, in Å:
O -0.387 -0.072 0.153
H 0.493 0.086 -0.187
H -0.250 -0.328 1.065
O -1.944 -2.234 -1.380
H -1.387 -1.560 -1.770
H -1.621 -3.056 -1.750
O 1.690 -0.730 4.329
H 1.101 -0.790 3.577
H 1.156 -0.341 5.022
O 1.188 1.268 -2.397
H 1.493 0.480 -2.847
H 1.963 1.825 -2.335
O -0.083 -1.798 2.429
H -0.802 -2.254 2.866
H 0.372 -2.482 1.938
O -1.443 0.165 -3.219
H -2.066 0.884 -3.114
H -0.672 0.441 -2.722
O 0.207 3.390 0.435
H 0.565 2.828 -0.252
H 0.427 4.279 0.157

E_HOMO = -10.5250 eV
Kohn-Sham gap = 10.5968 eV
SMILES string = O.O.O.O.O.O.O
energy above the lowest of the compared OMol25 structures with the same formula, charge and spin = 1.865 eV
E_tot = -14559.5969 eV



Record 3
A cluster of 7 separate species, H14O7 in total, computed with ωB97M-V/def2-TZVPD.

Positions of all 21 atoms, in Å:
O 1.875 0.734 -0.124
H 1.451 0.923 0.721
H 1.227 1.016 -0.780
O -2.804 3.446 -1.463
H -3.251 4.072 -0.882
H -1.981 3.246 -1.003
O -1.732 1.449 -1.254
H -2.316 1.615 -0.505
H -0.942 1.964 -1.053
O 1.413 -3.817 -1.247
H 1.191 -4.755 -1.227
H 1.390 -3.551 -0.321
O 4.541 0.107 3.871
H 4.862 0.931 3.486
H 5.343 -0.400 4.040
O -1.617 -0.441 1.920
H -1.807 -0.962 1.132
H -0.963 -0.965 2.396
O -1.645 -1.477 -1.949
H -2.278 -1.774 -1.287
H -2.172 -1.378 -2.750

E_HOMO = -10.6799 eV
Kohn-Sham gap = 10.9190 eV
SMILES string = O.O.O.O.O.O.O
energy above the lowest of the compared OMol25 structures with the same formula, charge and spin = 3.269 eV
E_tot = -14558.1921 eV